1) Below is a cluster of 2 separate species, CH6NOS in total, with properties calculated with the ωB97M-V functional and the def2-TZVPD basis.

The geometry in XYZ format:
```
10
Properties=species:S:1:pos:R:3
C 1.411 0.098 -0.207
N 0.884 -1.041 0.174
O 0.861 1.248 -0.185
S -1.910 0.081 -0.133
H 2.360 0.082 -0.678
H -2.163 1.177 -0.708
H 1.504 -1.880 0.145
H -0.074 -1.085 0.646
H -0.068 1.112 0.156
H -2.806 0.208 0.790
```

Output
- net charge = +1
- multiplicity = 1
- HOMO energy (eV) = -15.1

Löwdin population analysis, charges in e, atoms 1 to 6: atom 1 (C): -0.193, atom 2 (N): 0.173, atom 3 (O): 0.141, atom 4 (S): 0.747, atom 5 (H): 0.163, atom 6 (H): -0.175

2) Below is a cluster of 2 separate species, CH6NOS in total, with properties calculated with the ωB97M-V functional and the def2-TZVPD basis.

The geometry in XYZ format:
```
10
Properties=species:S:1:pos:R:3
C -0.210 -0.137 0.157
N 0.296 1.139 -0.394
O -1.576 -0.211 0.050
S 0.811 -1.326 -0.761
H 0.663 -0.272 1.819
H 1.129 1.491 0.250
H -0.401 1.908 -0.189
H 0.409 0.851 -1.395
H -2.006 -1.059 0.384
H 0.884 -2.383 0.078
```

Output
- net charge = +1
- multiplicity = 1
- HOMO energy (eV) = -14.2

Löwdin population analysis, charges in e, atoms 1 to 6: atom 1 (C): -0.781, atom 2 (N): 0.104, atom 3 (O): -0.013, atom 4 (S): 0.804, atom 5 (H): 0.244, atom 6 (H): 0.223

Name the most stable of them. 1).

1) Below is a structure of composition C32H51N9PSe2Tc, with properties calculated with the ωB97M-V functional and the def2-TZVPD basis.

The geometry in XYZ format:
```
96
Properties=species:S:1:pos:R:3
Tc 1.502 1.263 1.013
Se 2.724 4.701 0.265
Se 3.615 3.104 1.694
C 4.222 1.876 0.311
C 5.503 1.858 -0.191
C 5.813 0.910 -1.161
C 4.830 0.012 -1.560
C 3.569 0.096 -1.004
N 3.264 1.029 -0.090
C 0.884 4.437 0.751
C 0.096 5.576 0.796
C -1.192 5.488 1.296
C -1.636 4.257 1.763
C -0.811 3.162 1.639
N 0.430 3.224 1.104
H 6.243 2.564 0.162
H 6.805 0.873 -1.591
H 5.042 -0.754 -2.293
H 2.778 -0.591 -1.277
H 0.507 6.526 0.481
H -1.822 6.366 1.357
H -2.609 4.151 2.221
H -1.133 2.192 1.983
N -0.093 0.542 0.386
P -1.340 0.280 -0.622
N -0.780 -0.668 -1.863
C -0.840 -2.142 -1.851
C 0.545 -2.756 -2.012
C 1.166 -2.370 -3.367
C 0.612 -1.023 -3.855
C 0.308 -0.102 -2.683
N -2.459 -0.599 0.187
C -3.554 -1.326 -0.492
C -3.906 -2.567 0.316
C -4.232 -2.209 1.786
C -4.110 -0.706 2.047
C -2.767 -0.158 1.579
N -1.980 1.717 -1.119
C -3.431 1.974 -1.082
C -4.019 1.991 -2.490
C -3.318 3.059 -3.329
C -1.807 2.821 -3.328
C -1.288 2.760 -1.888
H -1.476 -2.477 -2.675
H -1.291 -2.475 -0.917
H 0.460 -3.840 -1.932
H 1.174 -2.414 -1.181
H 0.953 -3.136 -4.111
H 2.253 -2.320 -3.274
H -0.309 -1.173 -4.421
H 1.320 -0.534 -4.524
H 0.010 0.868 -3.062
H 1.214 0.049 -2.072
H -3.240 -1.593 -1.499
H -4.442 -0.699 -0.593
H -3.076 -3.275 0.271
H -4.758 -3.050 -0.161
H -3.565 -2.748 2.463
H -5.243 -2.525 2.035
H -4.203 -0.499 3.113
H -4.928 -0.175 1.555
H -1.978 -0.524 2.245
H -2.783 0.936 1.645
H -3.578 2.957 -0.621
H -3.931 1.238 -0.459
H -5.089 2.193 -2.434
H -3.884 1.006 -2.948
H -3.535 4.050 -2.919
H -3.693 3.044 -4.352
H -1.284 3.618 -3.861
H -1.604 1.882 -3.847
H -1.512 3.720 -1.413
H -0.208 2.610 -1.831
C 0.799 -4.294 2.342
C 0.188 -3.438 1.253
N 0.741 -2.087 1.326
C 1.865 -1.737 1.954
N 2.189 -0.409 2.031
C 3.261 -0.008 2.964
C 3.631 -1.084 3.965
C 3.871 -2.361 3.192
N 2.651 -2.692 2.459
C 2.303 -4.109 2.289
H 0.548 -5.343 2.195
H 0.424 -3.991 3.322
H -0.892 -3.363 1.373
H 0.395 -3.871 0.270
H 0.191 -1.323 0.961
H 2.930 0.879 3.513
H 4.160 0.268 2.398
H 2.821 -1.236 4.681
H 4.520 -0.782 4.515
H 4.102 -3.185 3.863
H 4.712 -2.245 2.501
H 2.786 -4.669 3.086
H 2.698 -4.469 1.335
```

Output
- net charge = +3
- multiplicity = 4
- HOMO energy (spin up / spin down) (eV) = -16.2 / -16.4

Löwdin population analysis, charges in e, atoms 1 to 6: atom 1 (Tc): 1.450, atom 2 (Se): 0.810, atom 3 (Se): 0.768, atom 4 (C): -0.642, atom 5 (C): -0.035, atom 6 (C): 0.025

2) Below is a structure of composition C32H51N9PSe2Tc, with properties calculated with the ωB97M-V functional and the def2-TZVPD basis.

The geometry in XYZ format:
```
96
Properties=species:S:1:pos:R:3
Tc 0.562 -0.261 0.040
Se 0.830 2.150 -1.201
Se 2.641 1.614 0.270
C 3.255 0.128 -0.821
C 4.509 0.082 -1.380
C 4.842 -1.056 -2.118
C 3.909 -2.066 -2.276
C 2.660 -1.932 -1.687
N 2.349 -0.859 -0.957
C -0.525 2.345 0.174
C -1.176 3.527 0.429
C -2.163 3.516 1.417
C -2.434 2.341 2.095
C -1.724 1.193 1.774
N -0.793 1.198 0.818
H 5.203 0.901 -1.258
H 5.821 -1.136 -2.572
H 4.136 -2.950 -2.854
H 1.887 -2.681 -1.790
H -0.923 4.430 -0.109
H -2.700 4.424 1.655
H -3.183 2.306 2.874
H -1.888 0.252 2.280
N -0.630 -1.163 -1.003
P -2.054 -1.260 -1.790
N -1.833 -2.136 -3.143
C -1.151 -3.442 -3.029
C -0.629 -3.877 -4.388
C -1.780 -4.093 -5.383
C -2.987 -3.209 -5.039
C -2.545 -1.890 -4.425
N -3.101 -2.017 -0.788
C -4.345 -2.587 -1.343
C -4.517 -4.034 -0.876
C -3.942 -4.224 0.534
C -4.020 -2.917 1.313
C -3.105 -1.866 0.676
N -2.655 0.188 -2.258
C -3.714 0.890 -1.520
C -4.689 1.551 -2.483
C -3.959 2.478 -3.449
C -2.861 1.720 -4.187
C -1.922 1.044 -3.197
H -1.836 -4.196 -2.624
H -0.324 -3.336 -2.322
H -0.048 -4.793 -4.268
H 0.062 -3.113 -4.753
H -2.084 -5.140 -5.383
H -1.432 -3.874 -6.392
H -3.655 -3.720 -4.341
H -3.576 -3.001 -5.932
H -3.402 -1.250 -4.233
H -1.884 -1.361 -5.118
H -4.311 -2.525 -2.430
H -5.189 -1.969 -1.021
H -4.034 -4.716 -1.578
H -5.580 -4.278 -0.888
H -2.894 -4.532 0.469
H -4.470 -5.020 1.057
H -3.729 -3.053 2.356
H -5.052 -2.559 1.329
H -2.079 -2.002 1.032
H -3.431 -0.861 0.965
H -3.255 1.657 -0.876
H -4.229 0.180 -0.876
H -5.438 2.099 -1.909
H -5.219 0.773 -3.040
H -3.517 3.312 -2.891
H -4.659 2.916 -4.158
H -2.282 2.392 -4.823
H -3.303 0.964 -4.839
H -1.407 1.835 -2.623
H -1.159 0.451 -3.702
C -0.231 -5.458 1.877
C 0.054 -4.890 0.505
N 0.237 -3.441 0.607
C 0.608 -2.794 1.717
N 0.730 -1.434 1.645
C 1.310 -0.740 2.813
C 0.855 -1.387 4.103
C 1.287 -2.835 4.084
N 0.871 -3.474 2.829
C 0.824 -4.948 2.838
H -0.209 -6.546 1.847
H -1.223 -5.153 2.218
H -0.764 -5.072 -0.190
H 0.955 -5.342 0.084
H -0.096 -2.847 -0.145
H 0.997 0.306 2.779
H 2.404 -0.758 2.752
H -0.232 -1.318 4.196
H 1.297 -0.876 4.957
H 0.826 -3.390 4.899
H 2.371 -2.926 4.193
H 0.602 -5.253 3.858
H 1.812 -5.340 2.584
```

Output
- net charge = +3
- multiplicity = 4
- HOMO energy (spin up / spin down) (eV) = -16.0 / -16.4

Löwdin population analysis, charges in e, atoms 1 to 6: atom 1 (Tc): 1.258, atom 2 (Se): 0.815, atom 3 (Se): 0.822, atom 4 (C): -0.633, atom 5 (C): -0.040, atom 6 (C): 0.017

Name the most stable of them. 2).

1) Below is the ion C4H9BrN with charge +1, with properties calculated with the ωB97M-V functional and the def2-TZVPD basis.

The geometry in XYZ format:
```
15
Properties=species:S:1:pos:R:3
C 1.344 2.072 0.266
C 1.212 0.230 0.620
C 0.599 -0.930 0.215
Br 0.252 -2.442 1.310
C -0.489 -0.884 -0.968
N -1.804 -0.816 -0.282
H 0.885 2.168 -0.791
H 2.447 2.198 0.284
H 0.826 2.546 0.995
H 1.743 0.133 1.572
H -0.492 -1.890 -1.421
H -0.122 0.067 -1.420
H -2.483 -0.861 -1.075
H -1.862 0.036 0.366
H -2.056 -1.628 0.328
```

Output
- net charge = +1
- multiplicity = 1
- HOMO energy (eV) = -13.5

Löwdin population analysis, charges in e, atoms 1 to 6: atom 1 (C): 0.050, atom 2 (C): -0.056, atom 3 (C): -0.707, atom 4 (Br): 0.797, atom 5 (C): -0.193, atom 6 (N): 0.118

2) Below is the ion C4H9BrN with charge +1, with properties calculated with the ωB97M-V functional and the def2-TZVPD basis.

The geometry in XYZ format:
```
15
Properties=species:S:1:pos:R:3
C -0.540 -1.890 -0.168
C -0.668 -0.438 0.312
Br -2.568 0.151 0.004
N 0.156 0.421 -0.371
C 0.258 1.853 0.022
C 1.384 0.912 0.116
H -1.002 -2.077 -1.158
H 0.530 -2.245 0.033
H -1.097 -2.552 0.351
H -0.529 -0.271 1.369
H 0.267 0.150 -1.307
H -0.274 2.107 0.922
H 0.128 2.617 -0.683
H 2.325 0.889 -0.464
H 1.632 0.373 1.022
```

Output
- net charge = +1
- multiplicity = 1
- HOMO energy (eV) = -14.7

Löwdin population analysis, charges in e, atoms 1 to 6: atom 1 (C): -0.080, atom 2 (C): -0.668, atom 3 (Br): 0.746, atom 4 (N): -0.140, atom 5 (C): 0.034, atom 6 (C): -0.028

3) Below is a structure of composition C4H9BrN, with properties calculated with the ωB97M-V functional and the def2-TZVPD basis.

The geometry in XYZ format:
```
15
Properties=species:S:1:pos:R:3
C -1.563 1.001 -0.071
C -0.569 0.356 0.768
C -1.833 -1.531 -0.481
C 3.222 0.611 0.104
N -1.476 -0.322 0.137
Br 1.500 0.472 -0.811
H -2.456 1.537 0.240
H -1.070 1.370 -0.887
H -0.131 0.209 1.691
H -1.110 -2.302 -0.273
H -2.737 -1.809 0.042
H -2.048 -1.386 -1.511
H 2.944 1.073 0.975
H 3.396 -0.367 0.561
H 3.929 1.088 -0.484
```

Output
- net charge = +1
- multiplicity = 1
- HOMO energy (eV) = -14.6

Löwdin population analysis, charges in e, atoms 1 to 6: atom 1 (C): -0.101, atom 2 (C): -0.025, atom 3 (C): 0.034, atom 4 (C): -0.369, atom 5 (N): -0.098, atom 6 (Br): 0.849

Name the most stable of them. 2).

1) Below is a cluster of 2 separate species, C4H2F2O2 in total, with properties calculated with the ωB97M-V functional and the def2-TZVPD basis.

The geometry in XYZ format:
```
10
Properties=species:S:1:pos:R:3
C 0.739 -0.282 0.474
C -1.394 -0.033 -0.017
C -0.769 0.766 -0.826
C 0.629 0.586 -0.531
H 1.271 -1.444 1.978
H -0.775 1.681 -1.529
O 1.794 -1.283 0.774
O -0.476 -0.743 0.723
F -2.635 -0.417 0.220
F 1.618 1.170 -1.267
```

Output
- net charge = 0
- multiplicity = 1
- HOMO energy (eV) = -9.1

Löwdin population analysis, charges in e, atoms 1 to 6: atom 1 (C): -0.315, atom 2 (C): -0.318, atom 3 (C): 0.071, atom 4 (C): -0.217, atom 5 (H): 0.302, atom 6 (H): 0.175

2) Below is an isolated molecule of C4H2F2O2, with properties calculated with the ωB97M-V functional and the def2-TZVPD basis.

The geometry in XYZ format:
```
10
Properties=species:S:1:pos:R:3
O 1.664 1.686 -0.147
C 0.779 0.645 -0.026
O -0.479 0.981 0.131
C -1.347 -0.112 0.103
F -2.610 0.104 -0.070
C -0.554 -1.183 -0.051
C 0.803 -0.675 -0.011
F 1.735 -1.627 0.063
H 1.096 2.561 0.402
H -0.784 -2.233 -0.301
```

Output
- net charge = 0
- multiplicity = 1
- HOMO energy (eV) = -8.6

Löwdin population analysis, charges in e, atoms 1 to 6: atom 1 (O): 0.044, atom 2 (C): -0.375, atom 3 (O): 0.121, atom 4 (C): -0.309, atom 5 (F): 0.170, atom 6 (C): 0.082

Name the most stable of them. 2).